44
Properties=species:S:1:pos:R:3:forces:R:3:lowdin_charge:R:1 method="wB97M-V/def2-TZVPD" e_tot_ha=-1183.38782 smiles="Cc1ccc(C(=O)N/C(=C/c2ccco2)C(=O)NCc2ccco2)cc1" homo_lumo_gap_ev=8.288 de_lowest_kj_mol=214.0
C -5.25971 -2.93504 -2.18623 -0.02 -0.03 0.05 -0.049
C -3.98042 -2.22114 -1.88004 0.09 0.02 -0.03 -0.274
C -3.99859 -0.96860 -1.27472 0.07 -0.08 -0.04 -0.028
C -2.82268 -0.31236 -0.97618 0.18 0.03 0.01 -0.005
C -1.59116 -0.90092 -1.25781 -0.39 -0.07 -0.11 -0.132
C -1.56756 -2.14748 -1.87541 0.08 0.19 0.12 -0.027
C -2.75074 -2.79318 -2.18297 -0.09 -0.02 0.00 -0.039
H -2.71822 -3.75728 -2.67012 -0.01 -0.08 -0.06 0.111
H -0.63250 -2.61288 -2.15619 0.07 -0.05 -0.02 0.109
C -0.37538 -0.12826 -0.89093 0.19 0.02 -0.15 -0.399
O -0.37205 1.09093 -0.87629 -0.12 -0.01 -0.07 0.075
N 0.71198 -0.88331 -0.56788 -0.10 -0.55 -0.13 0.148
C 1.93657 -0.41308 -0.05748 0.59 -0.10 -0.22 -0.127
C 3.10108 -0.90493 -0.50726 -0.72 0.50 0.24 0.052
C 4.39379 -0.50707 -0.02943 0.96 -0.70 -0.32 -0.272
C 5.63329 -1.03539 -0.31105 -0.85 0.21 0.08 -0.018
C 6.56550 -0.26731 0.41650 -0.14 0.51 0.38 -0.061
C 5.83445 0.67278 1.08003 0.90 -0.25 -0.10 -0.102
O 4.52940 0.53875 0.81481 -0.39 0.05 -0.05 0.050
H 6.12082 1.46328 1.74513 -0.08 0.13 0.10 0.123
H 7.62829 -0.39456 0.44255 0.21 0.04 0.06 0.100
H 5.84120 -1.86921 -0.95016 -0.04 -0.18 -0.15 0.108
H 3.11133 -1.64548 -1.29651 -0.06 0.02 -0.08 0.129
C 1.84214 0.45671 1.18067 0.07 0.02 -0.17 -0.459
O 2.07259 -0.02988 2.26816 -0.07 -0.12 0.22 0.095
N 1.49936 1.73851 0.96144 0.09 0.42 -0.09 0.096
H 1.10333 1.95235 0.05008 0.10 -0.22 0.19 0.124
C 1.02611 2.56893 2.05520 -0.15 -0.30 0.12 -0.079
C -0.46678 2.62438 2.02740 0.08 0.95 -0.19 -0.269
C -1.33467 3.60866 1.65473 0.56 -0.35 0.24 -0.024
C -2.63098 3.04407 1.73317 -0.15 -0.55 0.13 -0.063
C -2.45094 1.75829 2.13701 -0.72 0.53 -0.22 -0.135
O -1.14808 1.49624 2.31820 0.44 -0.35 0.13 0.054
H -3.14220 0.96138 2.32973 -0.01 -0.16 0.07 0.120
H -3.56019 3.52863 1.51310 -0.23 0.03 -0.02 0.099
H -1.08414 4.60831 1.36480 0.14 0.20 -0.07 0.108
H 1.43674 3.57609 1.95671 -0.10 -0.08 0.11 0.130
H 1.38089 2.10485 2.98003 0.00 0.19 -0.09 0.131
H 0.66490 -1.87318 -0.76438 -0.10 0.16 0.18 0.137
H -2.83392 0.66388 -0.51461 0.02 0.09 0.02 0.107
H -4.94581 -0.50423 -1.04162 -0.10 0.06 0.02 0.115
H -5.65629 -3.39005 -1.27813 -0.08 -0.06 0.01 0.087
H -5.10346 -3.72149 -2.92019 -0.05 -0.05 -0.05 0.076
H -6.00728 -2.24072 -2.56384 -0.08 -0.01 -0.04 0.080